[1]
DFT (wB97M-V/def2-TZVPD) results for a structure of composition C32H57Br2F8N4O15S at a distorted geometry.

Atoms and positions in Å:
C (1.18, -5.07, -2.12)
C (0.64, -4.04, -3.12)
O (1.32, -4.12, -4.38)
C (0.87, -2.58, -2.70)
C (-0.32, -1.91, -2.03)
Br (-1.26, -3.06, -0.74)
S (-1.60, -1.70, -3.38)
C (-2.33, -0.44, -2.50)
C (-3.72, -0.07, -2.87)
C (-4.73, -1.19, -2.48)
O (-6.06, -0.79, -2.70)
C (-6.49, 0.27, -1.86)
C (-8.00, 0.26, -1.80)
F (-8.53, 0.36, -3.03)
F (-8.35, 1.40, -1.10)
C (-8.63, -0.92, -1.03)
F (-7.92, -1.08, 0.12)
F (-8.49, -2.03, -1.77)
C (-10.12, -0.73, -0.65)
F (-10.62, -1.97, -0.46)
F (-10.78, -0.18, -1.69)
C (-10.34, 0.12, 0.65)
F (-11.14, 1.16, 0.35)
F (-10.96, -0.64, 1.57)
N (-1.56, 0.10, -1.58)
C (-2.06, 1.18, -0.72)
C (-2.60, 0.67, 0.62)
O (-3.39, -0.49, 0.54)
C (-0.13, -0.45, -1.53)
C (0.68, 0.37, -2.54)
C (0.61, 1.90, -2.42)
C (1.45, 2.53, -1.30)
Br (0.50, 3.95, -0.37)
C (0.30, -0.36, -0.06)
C (1.64, -0.90, 0.47)
N (2.79, -0.34, -0.22)
N (1.70, -2.37, 0.46)
N (1.69, -0.38, 1.84)
H (1.58, -4.61, -1.22)
H (1.98, -5.65, -2.59)
H (0.40, -5.76, -1.80)
H (-0.42, -4.22, -3.31)
H (1.23, -5.03, -4.71)
H (1.74, -2.54, -2.04)
H (1.13, -2.02, -3.60)
H (-3.75, 0.00, -3.96)
H (-4.01, 0.90, -2.49)
H (-4.56, -2.03, -3.16)
H (-4.58, -1.55, -1.46)
H (-6.21, 1.24, -2.28)
H (-6.06, 0.21, -0.86)
H (-9.41, 0.50, 1.06)
H (-2.80, 1.77, -1.27)
H (-1.25, 1.86, -0.48)
H (-1.75, 0.47, 1.29)
H (-3.18, 1.46, 1.09)
H (-2.86, -1.21, 0.15)
H (0.34, 0.12, -3.55)
H (1.74, 0.09, -2.52)
H (-0.42, 2.25, -2.42)
H (1.02, 2.29, -3.36)
H (2.33, 3.02, -1.72)
H (1.82, 1.82, -0.57)
H (0.28, 0.68, 0.27)
H (-0.47, -0.88, 0.53)
H (2.99, -0.85, -1.07)
H (3.61, -0.49, 0.38)
H (1.50, -2.79, 1.36)
H (2.57, -2.71, 0.09)
H (2.54, -0.73, 2.28)
H (0.93, -0.81, 2.37)
C (5.04, 1.57, 3.75)
O (6.22, 2.07, 3.13)
C (6.66, 1.33, 2.10)
O (6.14, 0.33, 1.68)
O (7.75, 1.90, 1.63)
C (8.36, 1.22, 0.52)
H (4.80, 2.27, 4.55)
H (4.22, 1.54, 3.04)
H (5.21, 0.59, 4.18)
H (7.68, 1.18, -0.32)
H (8.66, 0.22, 0.81)
H (9.24, 1.81, 0.26)
C (10.99, -0.48, 7.77)
O (9.74, 0.21, 7.64)
C (9.65, 0.96, 6.54)
O (10.49, 1.08, 5.69)
O (8.45, 1.54, 6.54)
C (8.22, 2.39, 5.41)
H (10.92, -1.03, 8.70)
H (11.15, -1.16, 6.94)
H (11.82, 0.23, 7.83)
H (8.28, 1.82, 4.49)
H (8.94, 3.21, 5.39)
H (7.22, 2.79, 5.53)
C (1.10, -3.77, 4.46)
O (-0.18, -3.23, 4.83)
C (-0.72, -2.41, 3.95)
O (-0.24, -2.09, 2.89)
O (-1.89, -1.99, 4.43)
C (-2.58, -1.11, 3.54)
H (1.40, -4.41, 5.28)
H (1.01, -4.35, 3.54)
H (1.83, -2.97, 4.33)
H (-2.82, -1.62, 2.62)
H (-1.96, -0.23, 3.33)
H (-3.49, -0.80, 4.03)
C (-0.69, 3.70, -6.73)
O (-1.56, 3.31, -5.66)
C (-2.54, 4.17, -5.41)
O (-2.73, 5.21, -5.98)
O (-3.27, 3.69, -4.39)
C (-4.37, 4.54, -4.02)
H (0.05, 2.91, -6.83)
H (-1.25, 3.79, -7.66)
H (-0.20, 4.64, -6.50)
H (-5.05, 4.67, -4.86)
H (-4.00, 5.51, -3.69)
H (-4.87, 4.04, -3.20)

- HOMO level (eV) = -11.645
- E_LUMO (eV) = -3.40
- net charge = +1
- HOMO-LUMO gap (eV) = 8.24
- spin multiplicity = 1
- maximum force (eV/A) = 1.0

---

[2]
DFT (wB97M-V/def2-TZVPD) results for a structure of composition C24H25FeN7SSe at a distorted geometry.

Atoms and positions in Å:
Fe (-0.23, 0.57, 0.55)
N (-2.58, 0.59, 4.28)
C (-1.66, 0.70, 3.26)
S (-2.25, 0.44, 1.62)
N (-0.42, 0.90, 3.52)
N (0.38, 0.91, 2.42)
C (1.67, 1.15, 2.65)
C (2.55, 1.29, 1.57)
C (3.94, 1.54, 1.73)
C (4.73, 1.72, 0.64)
C (4.16, 1.66, -0.65)
C (2.82, 1.38, -0.74)
N (2.01, 1.19, 0.30)
H (-3.53, 0.79, 4.01)
H (-2.28, 0.97, 5.16)
H (2.01, 1.25, 3.67)
H (4.34, 1.58, 2.74)
H (5.79, 1.91, 0.75)
H (4.75, 1.81, -1.54)
H (2.35, 1.29, -1.72)
N (-0.11, 2.61, -0.65)
C (-1.37, 3.24, -0.76)
C (-1.51, 4.57, -0.38)
C (-2.75, 5.18, -0.42)
C (-3.85, 4.47, -0.87)
C (-3.70, 3.15, -1.26)
C (-2.47, 2.50, -1.22)
C (-2.34, 1.08, -1.62)
C (-3.17, 0.60, -2.64)
C (-3.18, -0.74, -3.00)
C (-2.32, -1.63, -2.36)
C (-1.47, -1.15, -1.38)
C (-1.44, 0.19, -1.01)
H (0.64, 3.25, -0.41)
H (0.14, 2.06, -1.47)
H (-0.64, 5.11, -0.04)
H (-2.86, 6.21, -0.11)
H (-4.82, 4.94, -0.89)
H (-4.58, 2.60, -1.56)
H (-3.82, 1.28, -3.16)
H (-3.86, -1.09, -3.77)
H (-2.34, -2.68, -2.62)
H (-0.79, -1.85, -0.90)
C (3.06, -3.79, -1.99)
N (2.17, -4.28, -0.96)
C (1.80, -5.59, -0.74)
C (0.96, -5.60, 0.31)
N (0.81, -4.30, 0.73)
C (0.00, -3.85, 1.84)
C (1.56, -3.48, -0.05)
Se (1.77, -1.65, 0.09)
H (3.64, -4.62, -2.38)
H (3.73, -3.05, -1.55)
H (2.50, -3.32, -2.79)
H (2.17, -6.40, -1.36)
H (0.45, -6.42, 0.79)
H (0.05, -4.57, 2.65)
H (-1.04, -3.71, 1.53)
H (0.38, -2.89, 2.18)

- HOMO level (alpha / beta) (eV) = -5.029 / -7.267
- E_LUMO (alpha / beta) (eV) = -0.46 / 0.37
- net charge = 0
- HOMO-LUMO gap (alpha / beta) (eV) = 4.57 / 7.64
- spin multiplicity = 5
- maximum force (eV/A) = 1.3

---

[3]
DFT (wB97M-V/def2-TZVPD) results for an isolated molecule of C2H2S2 at a distorted geometry.

Atoms and positions in Å:
C (1.66, -1.13, 0.16)
C (-1.35, 0.59, -0.04)
S (3.14, -0.86, -0.30)
S (-0.13, -0.29, -0.72)
H (-2.26, 0.25, 0.19)
H (-1.07, 1.44, 0.71)

- HOMO level (eV) = -8.679
- E_LUMO (eV) = -1.12
- net charge = 0
- HOMO-LUMO gap (eV) = 7.56
- spin multiplicity = 1
- maximum force (eV/A) = 6.1

---

[4]
DFT (wB97M-V/def2-TZVPD) results for a cluster of 2 separate species, C4H10N2O2 in total at a distorted geometry.

Atoms and positions in Å:
C (0.18, -0.67, 0.11)
C (-1.17, 1.08, 1.03)
C (0.46, -1.60, -1.03)
C (0.84, -0.98, 1.42)
N (-0.80, 0.14, 0.02)
O (0.80, 1.32, -1.54)
N (-0.74, 1.10, -1.74)
O (-1.38, 2.09, -1.56)
H (1.06, 2.17, -1.93)
H (-1.67, 0.58, 1.86)
H (-1.84, 1.81, 0.56)
H (-0.32, 1.65, 1.43)
H (1.62, -1.74, 1.30)
H (1.54, -1.73, -1.15)
H (0.02, -2.58, -0.80)
H (0.04, -1.20, -1.95)
H (1.27, -0.07, 1.85)
H (0.11, -1.37, 2.13)

- HOMO level (eV) = -8.697
- E_LUMO (eV) = 0.64
- SMILES = CN=C(C)C.O=NO
- net charge = 0
- HOMO-LUMO gap (eV) = 9.34
- spin multiplicity = 1
- maximum force (eV/A) = 2.0

---

[5]
DFT (wB97M-V/def2-TZVPD) results for a structure of composition C7H7CrO5S at a distorted geometry.

Atoms and positions in Å:
O (-0.24, 2.72, -3.30)
C (-0.25, 2.01, -2.39)
Cr (-0.25, 0.77, -0.97)
O (-0.23, 3.09, 1.02)
C (-0.25, 2.22, 0.25)
C (-0.23, -0.80, -2.23)
O (-0.32, -1.98, -1.99)
C (1.63, 0.60, -1.16)
O (2.79, 0.54, -1.20)
C (-2.13, 0.59, -1.10)
O (-3.29, 0.52, -1.20)
H (-0.13, -0.36, -3.30)
C (-0.68, -2.01, 2.09)
S (-0.22, -0.62, 0.95)
C (1.31, -0.18, 1.77)
H (-1.59, -2.50, 1.72)
H (-0.86, -1.58, 3.07)
H (0.14, -2.72, 2.14)
H (1.57, 0.87, 1.56)
H (1.13, -0.33, 2.85)
H (2.10, -0.85, 1.43)

- HOMO level (alpha / beta) (eV) = -10.868 / -13.041
- E_LUMO (alpha / beta) (eV) = -4.41 / -6.85
- net charge = +1
- HOMO-LUMO gap (alpha / beta) (eV) = 6.46 / 6.19
- spin multiplicity = 5
- maximum force (eV/A) = 7.3

---

[6]
DFT (wB97M-V/def2-TZVPD) results for an isolated molecule of C4H9NO2 at a distorted geometry.

Atoms and positions in Å:
N (-1.84, 0.66, 0.09)
C (-0.90, 1.39, 0.74)
O (-1.16, 2.34, 1.47)
C (0.53, 0.93, 0.42)
C (0.81, -0.57, 0.68)
C (0.83, -1.44, -0.65)
O (-0.16, -1.15, -1.63)
H (-2.80, 0.95, 0.16)
H (-1.57, -0.04, -0.59)
H (0.65, 1.16, -0.69)
H (1.23, 1.60, 0.93)
H (1.80, -0.69, 1.15)
H (0.06, -1.01, 1.35)
H (1.83, -1.38, -1.11)
H (0.62, -2.48, -0.35)
H (0.06, -0.26, -1.99)

- HOMO level (eV) = -9.674
- E_LUMO (eV) = 0.66
- SMILES = NC(=O)CCCO
- net charge = 0
- HOMO-LUMO gap (eV) = 10.34
- spin multiplicity = 1
- maximum force (eV/A) = 1.4

---

Number 1: E -243435.9605 eV. Number 2: E -146292.4854 eV. Number 3: E -23772.4207 eV. Number 4: E -11381.2039 eV. Number 5: E -56854.7674 eV. Number 6: E -9879.2505 eV.